# 1
Below is a structure of composition C15H31FIrP2, with properties calculated with ωB97M-V with the def2-TZVPD basis set.

Computed properties:
HOMO energy (spin up / spin down), eV: -13.12 / -15.00
ΔE to the lowest compared entry with this formula, charge and spin, kJ/mol: 5.4
LUMO (spin up / spin down), eV: -4.938 / -9.962
Orbital gap (spin up / spin down), Eh: 0.3006 / 0.1853

ORCA input file:
```
! RIJCOSX wB97M-V def2-TZVPD def2/J DEFGRID3
* xyz 2 6
P 0.044 -2.794 1.314
P 0.901 3.088 2.479
C 1.022 0.780 0.748
C 1.343 2.291 0.804
H 1.945 0.179 0.609
H 0.622 0.460 1.728
H 2.425 2.393 0.627
H 0.769 2.822 0.013
C -0.895 3.401 2.047
H -1.381 4.069 2.787
H -1.407 2.414 2.074
H -1.002 3.818 1.027
C 1.699 4.728 2.390
H 1.479 5.304 1.489
H 2.783 4.616 2.511
H 1.325 5.260 3.275
C -0.895 -4.350 1.263
H -0.551 -4.984 2.092
H -0.693 -4.827 0.293
H -1.975 -4.129 1.335
C 1.730 -3.330 1.718
H 2.220 -2.600 2.370
H 2.280 -3.401 0.776
H 1.653 -4.311 2.192
Ir -0.322 0.152 -0.647
C -0.037 1.427 -2.106
C -1.462 1.202 -1.846
C -2.252 0.266 -2.713
C -1.880 -1.236 -2.594
C -0.857 -1.560 -1.534
C 0.566 -1.252 -1.697
C 1.032 -0.758 -3.038
C 0.697 0.774 -3.229
C -0.539 -2.089 2.888
H 0.264 2.461 -1.915
H -1.952 2.042 -1.370
H -2.170 0.596 -3.753
H -3.299 0.365 -2.422
H -2.801 -1.787 -2.337
H -1.561 -1.593 -3.577
H -1.116 -2.397 -0.880
H 1.261 -1.866 -1.126
H 0.601 -1.335 -3.873
H 2.125 -0.878 -3.101
H 1.677 1.258 -3.329
H 0.181 0.924 -4.183
H 0.240 -1.446 3.325
H -0.769 -2.945 3.536
H -1.422 -1.458 2.677
F -1.646 0.237 0.884
*
```



# 2
Below is a structure of composition C15H31INO9, with properties calculated with ωB97M-V with the def2-TZVPD basis set.

Computed properties:
HOMO energy, eV: -4.62
LUMO, eV: 1.645
Orbital gap, Eh: 0.2301

ORCA input file:
```
! RIJCOSX wB97M-V def2-TZVPD def2/J DEFGRID3
* xyz -1 1
C -0.244 1.602 2.769
O 0.194 2.956 2.754
C -0.519 3.762 3.676
C -0.976 5.024 2.961
C -1.931 4.736 1.797
C -3.402 4.677 2.211
N -3.725 3.350 2.766
C -4.447 2.535 1.737
O -5.677 2.571 1.649
O -3.677 1.924 0.991
C -4.331 3.355 3.992
O -4.872 2.369 4.442
O -4.258 4.504 4.778
I -3.512 4.091 6.573
H -0.585 1.285 3.755
H 0.594 0.977 2.455
H -1.043 1.460 2.035
H -1.330 3.236 4.179
H 0.196 4.067 4.457
H -1.426 5.751 3.642
H -0.081 5.497 2.546
H -1.642 3.851 1.235
H -1.850 5.578 1.097
H -3.637 5.515 2.863
H -3.972 4.836 1.292
C 3.213 0.886 -2.130
O 3.669 -0.451 -2.000
C 4.024 -0.788 -0.667
C 2.920 -1.548 0.039
O 1.762 -0.750 0.212
C 0.766 -1.004 -0.764
H 2.694 0.971 -3.084
H 2.524 1.164 -1.331
H 4.066 1.575 -2.131
H 4.296 0.109 -0.103
H 4.910 -1.429 -0.725
H 3.271 -1.826 1.038
H 2.676 -2.469 -0.501
H 0.230 -1.925 -0.513
H 1.187 -1.091 -1.768
H 0.061 -0.174 -0.754
C -0.271 -6.596 -3.883
O 0.244 -5.634 -4.787
C -0.043 -4.297 -4.400
C 1.135 -3.642 -3.709
O 1.434 -4.278 -2.473
C 2.512 -5.190 -2.576
H 0.231 -7.542 -4.080
H -0.093 -6.316 -2.843
H -1.346 -6.727 -4.046
H -0.931 -4.263 -3.762
H -0.266 -3.739 -5.314
H 0.876 -2.604 -3.483
H 2.014 -3.633 -4.360
H 3.464 -4.647 -2.581
H 2.442 -5.808 -3.474
H 2.485 -5.841 -1.703
*
```



# 3
Below is a structure of composition C15H31IP2Pd, with properties calculated with ωB97M-V with the def2-TZVPD basis set.

Computed properties:
HOMO energy (spin up / spin down), eV: -11.26 / -13.75
ΔE to the lowest compared entry with this formula, charge and spin, kJ/mol: 74.9
LUMO (spin up / spin down), eV: -5.648 / -7.412
Orbital gap (spin up / spin down), Eh: 0.2063 / 0.2328

ORCA input file:
```
! RIJCOSX wB97M-V def2-TZVPD def2/J DEFGRID3
* xyz 2 5
P 0.199 -1.990 -5.384
P 0.523 2.158 -5.533
C -0.234 -0.572 -6.464
C 0.738 0.650 -6.564
H -1.250 -0.266 -6.170
H -0.322 -1.031 -7.468
H 1.790 0.328 -6.464
H 0.631 1.026 -7.599
C -0.779 3.201 -6.292
H -1.199 3.860 -5.513
H -1.594 2.574 -6.688
H -0.367 3.825 -7.094
C 2.006 3.181 -5.444
H 2.066 3.835 -6.337
H 2.917 2.561 -5.395
H 1.966 3.828 -4.553
C -0.933 -3.343 -5.805
H -0.892 -4.110 -5.014
H -0.654 -3.795 -6.768
H -1.952 -2.931 -5.873
C 1.915 -2.438 -5.771
H 2.567 -1.557 -5.885
H 1.951 -2.981 -6.731
H 2.365 -3.101 -5.019
Pd 2.752 -0.712 -0.811
C -0.248 2.112 -3.893
C -1.683 2.050 -3.616
C -2.590 1.065 -4.097
C -2.850 -0.151 -3.111
C -1.988 -1.303 -3.360
C -0.592 -1.390 -3.763
C 0.598 -0.393 -3.391
C 0.365 1.013 -2.892
C 1.880 -1.820 0.626
H 0.116 3.090 -3.507
H -2.001 2.685 -2.792
H -2.219 0.656 -5.054
H -3.550 1.580 -4.291
H -2.923 0.194 -2.053
H -3.871 -0.541 -3.318
H -2.417 -2.264 -3.019
H -0.309 -2.350 -3.271
H 1.366 -0.331 -4.205
H 1.180 -0.966 -2.605
H -0.236 0.946 -1.977
H 1.337 1.372 -2.536
H 1.279 -1.554 1.515
H 2.861 -2.229 0.966
H 1.353 -2.506 -0.069
I 0.902 0.633 0.457
*
```



# 4
Below is a structure of composition C15H31N6O, with properties calculated with ωB97M-V with the def2-TZVPD basis set.

Computed properties:
HOMO energy, eV: -12.18
ΔE to the lowest compared entry with this formula, charge and spin, kJ/mol: 1756.8
LUMO, eV: -3.067
Orbital gap, Eh: 0.3348

ORCA input file:
```
! RIJCOSX wB97M-V def2-TZVPD def2/J DEFGRID3
* xyz 1 1
C 2.789 4.766 0.353
H 1.915 5.234 0.230
C 2.896 3.560 -0.558
C 1.781 2.434 0.002
H 2.019 2.058 0.911
C 1.653 1.093 -0.748
H 2.642 0.684 -0.719
H 1.341 1.407 -1.937
C 0.815 0.087 -0.261
C 0.935 -1.211 -1.019
N -0.098 -1.335 -1.843
N 0.262 -2.577 -2.503
N 1.505 -3.204 -2.049
N 1.897 -2.015 -1.012
C 3.086 -2.300 -0.441
C 2.795 -2.219 1.344
H 3.146 -1.344 1.628
H 3.497 -2.948 1.802
O 1.630 -2.304 1.520
C 1.125 -3.733 1.750
H 1.141 -4.250 0.553
H 0.016 -3.709 2.164
H 1.799 -4.220 2.369
H 3.392 -3.224 -0.424
H 3.836 -1.374 -0.868
H 1.370 -0.162 0.806
N -0.535 0.298 0.091
H -0.450 1.451 0.696
C -1.397 0.905 -0.980
C -2.651 1.426 -0.545
N -3.438 0.602 0.066
C -2.712 -0.035 1.100
C -1.284 -0.534 0.819
H -1.478 -1.532 0.084
H -0.777 -0.988 1.665
H -3.202 -0.588 1.772
H -2.502 0.816 1.767
C -4.135 -0.494 -0.420
C -5.332 -1.067 0.087
H -5.109 -1.632 0.976
H -5.849 -0.394 0.641
H -6.057 -1.631 -0.372
H -3.561 -1.361 -0.994
H -4.564 -0.146 -1.546
H -3.360 1.859 -1.555
H -2.374 2.270 0.023
H -1.344 -0.018 -1.726
H -0.643 1.591 -1.559
H 0.769 3.037 -0.076
H 3.604 3.095 -0.458
H 2.519 3.733 -1.621
H 3.493 5.501 -0.193
H 3.182 4.639 1.209
*
```



# 5
Below is a structure of composition C15H32As2N2O5V, with properties calculated with ωB97M-V with the def2-TZVPD basis set.

Computed properties:
HOMO energy (spin up / spin down), eV: -10.09 / -10.10
LUMO (spin up / spin down), eV: -4.666 / -4.710
Orbital gap (spin up / spin down), Eh: 0.1991 / 0.1982

ORCA input file:
```
! RIJCOSX wB97M-V def2-TZVPD def2/J DEFGRID3
* xyz 1 3
O -0.514 3.731 -0.453
H -0.276 4.651 -0.248
V 0.072 -0.068 -0.810
N -1.029 -0.383 -2.467
N 1.218 -1.386 -1.946
O -2.300 0.156 -2.691
O 2.558 -1.861 -1.861
C -0.570 -1.227 -3.398
C 0.678 -1.826 -3.073
C -1.280 -1.479 -4.680
C 1.496 -2.729 -3.912
H -2.048 -0.722 -4.860
H -1.754 -2.470 -4.691
H -0.558 -1.455 -5.506
H 2.032 -3.462 -3.307
H 2.237 -2.159 -4.485
H 0.860 -3.257 -4.625
H -2.189 1.148 -2.436
H 2.954 -1.422 -1.078
O -1.555 -2.419 -0.315
H -2.416 -2.352 -0.759
H -1.203 -3.280 -0.598
C 1.158 1.668 -1.046
H 0.777 2.623 -0.627
H 1.169 1.687 -2.152
H 2.164 1.412 -0.677
O -1.779 2.642 -2.314
H -1.197 3.217 -1.665
H -1.822 3.062 -3.188
C -2.635 -0.147 2.080
As -1.306 0.871 1.046
C -2.215 2.578 1.027
C -0.059 1.212 2.580
C -0.291 2.149 3.586
C 0.639 2.272 4.629
C 1.780 1.470 4.660
C 2.010 0.512 3.659
C 1.072 0.390 2.627
As 1.179 -0.991 1.203
C 3.036 -1.603 1.399
C 0.304 -2.441 2.190
H -3.426 -0.435 1.378
H -3.020 0.538 2.845
H -2.183 -1.027 2.542
H -2.478 2.874 2.049
H -1.459 3.320 0.495
H -3.099 2.443 0.386
H -1.175 2.776 3.557
H 0.469 3.003 5.416
H 2.504 1.567 5.472
H 2.900 -0.117 3.678
H 3.212 -1.804 2.463
H 3.129 -2.523 0.807
H 3.718 -0.826 1.032
H 0.615 -2.360 3.239
H -0.783 -2.377 2.082
H 0.680 -3.367 1.738
*
```